1.
The following is a quantum chemistry calculation of a molecular structure, C18H51FGaN11O27P at a distorted geometry, from the OMol25 dataset.

Its HOMO energy is -4.6 eV. The calculation puts the total energy at -5715.21998 Eh. As for the net charge: -1.

Cartesian coordinates (Å):
C1 1.678 -0.033 -5.100
C2 0.323 0.069 -4.480
O1 -0.580 -0.951 -4.960
P1 -0.331 -2.402 -4.433
O2 0.966 -2.884 -4.764
C3 -0.875 -2.557 -2.779
C4 -0.037 -1.976 -1.657
Ga1 1.910 -2.530 -1.346
F1 2.041 -4.307 -0.974
C5 2.525 -1.461 0.305
O3 3.551 -0.520 -0.007
O4 4.676 -1.269 -0.476
O5 -1.432 -3.200 -5.213
C6 -1.240 -3.259 -6.632
C7 -0.761 -4.607 -7.051
H1 1.629 -0.793 -5.834
H2 1.960 0.865 -5.600
H3 2.417 -0.307 -4.400
H4 -0.135 0.987 -4.729
H5 0.417 0.065 -3.417
H6 -1.827 -2.069 -2.742
H7 -1.084 -3.581 -2.627
H8 -0.561 -2.290 -0.804
H9 -0.111 -0.921 -1.640
H10 2.901 -2.137 -2.543
H11 1.711 -0.860 0.629
H12 2.868 -2.100 1.091
H13 4.638 -1.084 -1.424
H14 -0.588 -2.495 -6.976
H15 -2.197 -3.090 -7.054
H16 -1.468 -5.082 -7.676
H17 0.136 -4.518 -7.609
H18 -0.551 -5.198 -6.199
C8 -5.831 -1.390 -3.234
N1 -4.693 -1.290 -2.280
O6 -3.966 -2.264 -2.161
O7 -4.560 -0.239 -1.691
H19 -5.816 -2.375 -3.680
H20 -6.737 -1.227 -2.663
H21 -5.694 -0.612 -3.979
C9 -3.371 -2.834 1.400
N2 -2.330 -1.794 1.186
O8 -2.689 -0.668 0.881
O9 -1.176 -2.142 1.317
H22 -4.340 -2.380 1.236
H23 -3.176 -3.629 0.688
H24 -3.271 -3.188 2.414
C10 -4.880 -5.850 5.061
N3 -4.856 -4.807 3.996
O10 -4.865 -3.642 4.336
O11 -4.827 -5.202 2.843
H25 -4.903 -5.353 6.021
H26 -5.766 -6.454 4.902
H27 -3.984 -6.450 4.944
C11 -6.675 -4.346 0.177
N4 -6.615 -3.333 -0.916
O12 -6.602 -2.156 -0.607
O13 -6.584 -3.756 -2.055
H28 -6.701 -3.831 1.127
H29 -7.573 -4.934 0.020
H30 -5.790 -4.967 0.093
C12 3.194 2.334 0.617
N5 2.409 3.462 0.048
O14 2.590 3.788 -1.103
O15 1.600 4.005 0.791
H31 3.852 1.950 -0.145
H32 3.750 2.724 1.458
H33 2.487 1.572 0.926
C13 -2.214 1.513 3.185
N6 -2.088 2.162 4.526
O16 -1.324 1.678 5.341
O17 -2.775 3.147 4.737
H34 -1.552 0.659 3.155
H35 -3.249 1.215 3.063
H36 -1.939 2.245 2.433
C14 -3.818 6.125 5.102
N7 -4.425 7.412 4.654
O18 -4.245 7.763 3.505
O19 -5.070 8.032 5.481
H37 -3.281 5.687 4.273
H38 -3.152 6.350 5.927
H39 -4.625 5.480 5.429
C15 7.595 3.809 0.979
N8 6.115 3.712 1.059
O20 5.454 4.150 0.147
O21 5.667 3.191 2.063
H40 7.857 4.295 0.049
H41 7.908 4.386 1.845
H42 7.992 2.800 1.025
C16 7.897 5.943 5.499
N9 8.164 5.715 4.051
O22 8.976 4.858 3.745
O23 7.545 6.400 3.263
H43 8.514 5.263 6.070
H44 8.139 6.978 5.712
H45 6.841 5.756 5.664
C17 1.483 3.986 5.382
N10 1.525 4.608 6.737
O24 2.271 4.127 7.570
O25 0.805 5.572 6.924
H46 2.167 3.149 5.367
H47 0.463 3.662 5.209
H48 1.773 4.743 4.665
C18 3.140 -3.200 -6.454
N11 3.933 -2.038 -6.962
O26 3.865 -1.749 -8.147
O27 4.576 -1.441 -6.127
H49 2.608 -3.635 -7.290
H50 3.844 -3.901 -6.021
H51 2.457 -2.831 -5.684



2.
The following is a quantum chemistry calculation of 6 unconnected molecules or ions with the total composition C18H51N3O6 at a distorted geometry, from the OMol25 dataset.

Its HOMO energy is -9.1 eV. The calculation puts the total energy at -1331.90275 Eh. The SMILES is COC[C@H](C)N.COC[C@H](C)N.COC[C@H](C)N.CCO.CCO.CCO. The value obtained for the energy relative to the best compared isomer or geometry (same formula, charge and spin) is 69.75 kcal per mole.

Cartesian coordinates (Å):
C1 -0.260 -3.737 3.395
O1 -0.918 -2.760 4.118
C2 -0.402 -1.433 3.887
C3 -1.355 -0.358 4.457
C4 -0.838 1.123 4.355
N1 -1.556 -0.689 5.768
H1 -0.436 -4.707 3.860
H2 0.819 -3.725 3.547
H3 -0.600 -3.853 2.365
H4 0.591 -1.300 4.316
H5 -0.234 -1.307 2.817
H6 -2.248 -0.456 3.838
H7 0.198 1.157 4.693
H8 -1.287 1.756 5.120
H9 -0.997 1.634 3.405
H10 -2.015 -1.584 5.676
H11 -2.278 -0.136 6.207
C5 1.698 1.212 1.969
O2 2.008 2.448 2.569
C6 3.214 2.281 3.323
C7 3.435 3.593 4.136
C8 3.650 4.817 3.290
N2 4.449 3.441 5.148
H12 0.694 1.250 1.547
H13 1.642 0.362 2.649
H14 2.368 1.065 1.122
H15 2.983 1.434 3.969
H16 4.097 2.116 2.705
H17 2.520 3.804 4.689
H18 3.890 4.738 2.229
H19 4.493 5.413 3.638
H20 2.690 5.333 3.309
H21 4.261 2.585 5.651
H22 5.350 3.310 4.711
C9 2.795 -1.675 -2.648
O3 1.856 -2.023 -3.630
C10 2.389 -2.633 -4.768
C11 1.297 -2.530 -5.912
C12 1.032 -1.093 -6.431
N3 0.040 -3.023 -5.455
H23 3.643 -1.168 -3.107
H24 2.994 -2.583 -2.078
H25 2.209 -0.947 -2.087
H26 3.311 -2.232 -5.190
H27 2.682 -3.670 -4.608
H28 1.783 -3.149 -6.667
H29 1.798 -0.726 -7.115
H30 1.025 -0.409 -5.582
H31 0.086 -1.069 -6.971
H32 0.171 -3.318 -4.498
H33 -0.563 -2.231 -5.281
C13 -4.157 -2.796 0.695
C14 -4.722 -3.165 -0.626
O4 -4.125 -2.456 -1.685
H34 -4.335 -3.504 1.505
H35 -4.760 -1.923 0.946
H36 -3.110 -2.637 0.954
H37 -5.792 -2.984 -0.729
H38 -4.641 -4.226 -0.864
H39 -4.217 -2.854 -2.554
C15 -1.234 0.982 -0.436
C16 -1.324 -0.402 -1.175
O5 -1.122 -0.254 -2.537
H40 -1.363 1.061 0.643
H41 -2.112 1.587 -0.662
H42 -0.259 1.437 -0.608
H43 -2.345 -0.785 -1.174
H44 -0.780 -1.260 -0.781
H45 -1.806 -0.730 -3.014
C17 -2.658 3.251 -3.755
C18 -1.126 3.114 -3.791
O6 -0.673 4.180 -4.469
H46 -3.108 3.405 -4.736
H47 -3.073 4.078 -3.179
H48 -3.070 2.294 -3.434
H49 -0.899 2.209 -4.355
H50 -0.765 3.104 -2.763
H51 -0.595 4.924 -3.867



3.
The following is a quantum chemistry calculation of 7 unconnected molecules or ions with the total composition C18H51NO10 at a distorted geometry, from the OMol25 dataset.

Its HOMO energy is -9.5 eV. The calculation puts the total energy at -1523.23208 Eh. The SMILES is COCCNCCOC.OCCO.OCCO.CCO.CCO.CCO.CCO. The value obtained for the energy relative to the best compared isomer or geometry (same formula, charge and spin) is 57.74 kcal per mole.

Cartesian coordinates (Å):
C1 0.842 19.592 -4.609
O1 -0.173 18.667 -4.216
C2 -0.722 19.050 -2.908
C3 -1.924 20.033 -2.950
N1 -2.377 20.118 -1.574
C4 -3.537 21.069 -1.483
C5 -3.859 21.412 -0.069
O2 -4.958 21.943 0.141
C6 -4.971 22.374 1.435
H1 1.677 19.348 -4.105
H2 0.481 20.604 -4.564
H3 1.044 19.456 -5.682
H4 0.058 19.321 -2.214
H5 -1.061 18.109 -2.526
H6 -2.766 19.791 -3.572
H7 -1.643 20.981 -3.468
H8 -1.563 20.597 -1.148
H9 -4.330 20.438 -1.931
H10 -3.360 21.919 -2.153
H11 -3.030 22.122 0.325
H12 -3.859 20.493 0.534
H13 -5.207 21.562 2.203
H14 -5.706 23.192 1.522
H15 -4.147 22.948 1.715
O3 -2.648 22.151 4.897
C7 -3.818 21.418 4.762
C8 -3.630 20.100 4.143
O4 -4.755 19.487 3.758
H16 -2.214 22.133 4.020
H17 -4.326 21.364 5.752
H18 -4.572 21.960 4.153
H19 -2.906 19.415 4.679
H20 -3.070 20.246 3.164
H21 -5.469 19.885 4.312
O5 0.804 26.336 0.171
C9 -0.152 25.609 0.976
C10 -1.385 25.452 0.231
O6 -2.207 24.492 0.911
H22 1.492 26.437 0.798
H23 0.343 24.582 1.089
H24 -0.311 26.058 1.974
H25 -1.024 25.076 -0.805
H26 -1.794 26.413 0.216
H27 -1.727 23.755 1.344
C11 -7.057 24.175 5.219
C12 -6.588 24.313 3.882
O7 -7.536 23.591 3.231
H28 -8.053 24.707 5.240
H29 -6.556 24.747 5.903
H30 -7.128 23.256 5.663
H31 -5.615 24.082 3.560
H32 -6.823 25.364 3.622
H33 -7.535 22.662 3.500
C13 -3.385 25.737 5.154
C14 -2.984 25.289 3.806
O8 -3.191 26.338 2.879
H34 -2.949 25.300 6.048
H35 -4.424 25.756 5.278
H36 -2.998 26.694 5.294
H37 -3.562 24.424 3.548
H38 -1.963 25.117 3.852
H39 -3.220 25.901 2.019
C15 -0.465 24.056 6.401
C16 0.421 23.471 5.465
O9 0.905 22.241 6.015
H40 -0.649 25.067 6.071
H41 -0.016 23.985 7.413
H42 -1.340 23.473 6.492
H43 1.212 24.181 5.149
H44 -0.201 23.275 4.624
H45 1.163 21.619 5.337
C17 -3.973 23.927 8.409
C18 -5.221 23.300 7.985
O10 -5.370 22.119 8.644
H46 -3.879 23.918 9.483
H47 -3.897 24.961 8.082
H48 -3.169 23.400 7.908
H49 -5.025 23.203 6.915
H50 -6.123 23.837 8.015
H51 -5.704 21.476 8.004



Number 1: LUMO 0.70 eV. Number 2: LUMO 0.44 eV. Number 3: LUMO -0.12 eV.